An isolated molecule of C4H2OS. Source: OMol25; level of theory: ωB97M-V with the def2-TZVPD basis set.

Structure (ORCA input):
```
! RIJCOSX wB97M-V def2-TZVPD def2/J DEFGRID3
* xyz 0 1
C 0.146 -1.009 -0.140
C 2.078 0.728 0.300
C -0.831 -0.149 0.142
C 0.971 0.181 -0.017
O -3.420 0.421 -0.023
S -2.292 0.332 -0.936
H 0.444 -2.063 0.299
H 2.904 1.559 0.376
*
```

Computed properties:
energy relative to the best compared isomer or geometry (same formula, charge and spin) = 510.4 kJ/mol
gap between HOMO and LUMO (spin up / spin down) = 7.6 / 6.5 eV

Listed below, in e, are the Mulliken charges computed for each atom: C -0.23; C -0.25; C -0.02; C -0.01; O -0.44; S 0.37; H 0.26; H 0.31